{"formula": "C50H118N4O18", "method": "the ωB97M-V functional and the def2-TZVPD basis", "e_homo_ev": -7.823, "homo_lumo_gap_ev": 7.75, "smiles": "CC1(C)CCCC(C)(C)N1O.CC1(C)CCCC(C)(C)N1O.CC1(C)CCCC(C)(C)N1O.CC1(C)CCCC(C)(C)N1O.OCCO.OCCO.OCCO.OCCO.OCCO.OCCO.OCCO", "e_above_lowest_kj_mol": 351.3, "charge": 0, "e_tot_ev": -96567.5666, "species": ["C", "C", "C", "C", "C", "C", "N", "O", "C", "C", "C", "H", "H", "H", "H", "H", "H", "H", "H", "H", "H", "H", "H", "H", "H", "H", "H", "H", "H", "H", "C", "C", "C", "C", "C", "C", "N", "O", "C", "C", "C", "H", "H", "H", "H", "H", "H", "H", "H", "H", "H", "H", "H", "H", "H", "H", "H", "H", "H", "H", "C", "C", "C", "C", "C", "C", "N", "O", "C", "C", "C", "H", "H", "H", "H", "H", "H", "H", "H", "H", "H", "H", "H", "H", "H", "H", "H", "H", "H", "H", "C", "C", "C", "C", "C", "C", "N", "O", "C", "C", "C", "H", "H", "H", "H", "H", "H", "H", "H", "H", "H", "H", "H", "H", "H", "H", "H", "H", "H", "H", "C", "C", "O", "O", "H", "H", "H", "H", "H", "H", "C", "C", "O", "O", "H", "H", "H", "H", "H", "H", "C", "C", "O", "O", "H", "H", "H", "H", "H", "H", "C", "C", "O", "O", "H", "H", "H", "H", "H", "H", "C", "C", "O", "O", "H", "H", "H", "H", "H", "H", "C", "C", "O", "O", "H", "H", "H", "H", "H", "H", "C", "C", "O", "O", "H", "H", "H", "H", "H", "H"], "coordinates": [[-2.161768, 1.939462, -2.839626], [-3.487263, 2.632470, -3.178718], [-3.345722, 3.147969, -4.658364], [-4.642774, 3.558083, -5.362975], [-5.653031, 2.382676, -5.162483], [-5.994803, 2.039402, -3.665596], [-4.689466, 1.708236, -3.092487], [-4.749246, 1.083696, -1.814495], [-6.698836, 3.198482, -2.939877], [-6.946929, 0.797535, -3.833428], [-3.642992, 3.864774, -2.295782], [-2.094095, 1.609770, -1.802892], [-1.261998, 2.549972, -2.915786], [-2.182944, 1.077246, -3.506127], [-2.705416, 4.027988, -4.597785], [-2.835706, 2.384135, -5.245328], [-4.587041, 3.751663, -6.434201], [-4.987294, 4.543113, -5.048113], [-5.256418, 1.499064, -5.662506], [-6.440283, 2.639743, -5.871197], [-7.745261, 3.240999, -3.242013], [-6.531032, 3.172197, -1.863192], [-6.264451, 4.144845, -3.262082], [-7.445072, 0.464348, -2.922959], [-7.766548, 0.965140, -4.532159], [-6.535175, -0.080183, -4.331605], [-2.747260, 4.482322, -2.362123], [-3.937985, 3.764891, -1.251222], [-4.397821, 4.531847, -2.712124], [-5.152604, 1.759016, -1.264196], [1.212646, -1.305412, -3.045963], [1.529696, -0.821261, -1.605465], [0.444676, 0.259237, -1.248953], [-0.780869, -0.310475, -0.463604], [-0.389798, -1.408523, 0.620933], [0.550808, -2.537168, 0.033802], [1.697392, -1.894613, -0.624379], [2.693161, -2.830077, -0.935105], [0.941165, -3.497703, 1.272256], [-0.301509, -3.385931, -0.871366], [2.740609, 0.051826, -1.567589], [0.248235, -1.808691, -2.977247], [1.953134, -1.998138, -3.445859], [1.157910, -0.490791, -3.768108], [0.715061, 1.230143, -0.833810], [0.069699, 0.590843, -2.217212], [-1.371328, -0.840631, -1.210855], [-1.410202, 0.441511, 0.012372], [-1.322044, -1.898595, 0.901756], [-0.073043, -0.931686, 1.548505], [1.452313, -2.827350, 1.963236], [0.089031, -3.865405, 1.843894], [1.608485, -4.329315, 1.046002], [-0.933420, -2.847027, -1.577326], [0.393520, -3.898482, -1.536442], [-0.907375, -4.123559, -0.345132], [2.890271, 0.443580, -0.561492], [2.775531, 0.859427, -2.298800], [3.636965, -0.538935, -1.756405], [2.636778, -3.025633, -1.873282], [-0.679364, 3.678764, 6.067718], [-0.698233, 4.153282, 4.578427], [0.362541, 5.252714, 4.562015], [1.027903, 5.544737, 3.203668], [1.543505, 4.205531, 2.563516], [0.409982, 3.127665, 2.491071], [-0.276272, 3.004569, 3.750694], [-1.201467, 1.891696, 3.816050], [-0.592779, 3.476258, 1.286608], [1.129573, 1.763042, 2.304458], [-2.085161, 4.652995, 4.176833], [-1.080834, 4.425250, 6.753049], [0.318250, 3.342770, 6.350498], [-1.195277, 2.773987, 6.389112], [-0.115556, 6.191921, 4.840203], [1.171077, 5.038487, 5.260928], [1.880675, 6.180291, 3.442307], [0.309221, 6.121731, 2.621715], [2.432429, 3.862508, 3.092900], [1.935613, 4.360409, 1.558340], [-0.873146, 4.521308, 1.418393], [-0.122915, 3.431516, 0.304098], [-1.356668, 2.698887, 1.302873], [0.505791, 0.911535, 2.032573], [1.870394, 1.828854, 1.507618], [1.658677, 1.411054, 3.190045], [-2.813413, 3.844352, 4.114773], [-2.071170, 5.143066, 3.203309], [-2.517947, 5.477484, 4.743419], [-0.842699, 1.413191, 4.566985], [-4.515969, -3.139689, 1.127875], [-5.528111, -1.971056, 1.432474], [-6.435612, -2.430850, 2.542442], [-5.727566, -2.663994, 3.873557], [-5.096660, -1.330589, 4.239362], [-4.130511, -0.694887, 3.251999], [-4.761909, -0.776291, 1.913952], [-3.963990, -0.160553, 0.931928], [-4.089448, 0.823536, 3.572933], [-2.647211, -1.243674, 3.396342], [-6.408361, -1.659270, 0.183838], [-4.930022, -3.988375, 0.583464], [-3.999472, -3.506088, 2.015047], [-3.676561, -2.845259, 0.497957], [-7.225228, -1.705991, 2.740391], [-6.858088, -3.398149, 2.270521], [-4.982553, -3.459540, 3.886081], [-6.550758, -2.899321, 4.548141], [-4.645437, -1.557214, 5.205354], [-5.901119, -0.615352, 4.410713], [-5.096152, 1.238761, 3.525492], [-3.623393, 1.135261, 4.507664], [-3.552420, 1.392325, 2.813864], [-2.022220, -0.770425, 2.639036], [-2.230536, -1.050424, 4.384853], [-2.722369, -2.304987, 3.159558], [-5.726941, -1.143197, -0.492506], [-7.285118, -1.069419, 0.451227], [-6.773130, -2.567336, -0.296225], [-3.267935, -0.810706, 1.051976], [6.232639, 2.687240, 1.449100], [4.769106, 2.219383, 1.320548], [4.076002, 2.811445, 0.204949], [6.914530, 2.675345, 0.225503], [6.717365, 1.981139, 2.123325], [6.384465, 3.668937, 1.897801], [4.162486, 2.265540, 2.224964], [4.774375, 1.142023, 1.155116], [4.308599, 2.366035, -0.613033], [6.273211, 2.540876, -0.476090], [1.390419, -8.996388, -0.471135], [0.136659, -8.174291, -0.716072], [0.199848, -7.018715, -1.578418], [2.211578, -8.417413, 0.509114], [2.036474, -9.146309, -1.336141], [1.140269, -9.996463, -0.117045], [-0.251927, -7.986781, 0.284903], [-0.621793, -8.803218, -1.182221], [0.987919, -6.517159, -1.357078], [2.600862, -7.571507, 0.275665], [4.581283, -2.182492, 1.669842], [5.966529, -1.822245, 2.174170], [5.945810, -1.709056, 3.613969], [3.579782, -1.140185, 1.635269], [4.261803, -3.114059, 2.136991], [4.755365, -2.376259, 0.611420], [6.335950, -0.934774, 1.660345], [6.639453, -2.632940, 1.894778], [5.227147, -1.110128, 3.829430], [2.942882, -1.294046, 0.933643], [6.783598, 0.700682, -2.576352], [7.375860, -0.447903, -1.709597], [6.402621, -1.469639, -1.638059], [5.742716, 1.443550, -1.932107], [6.368504, 0.220425, -3.462434], [7.451345, 1.496106, -2.907303], [7.554807, -0.119498, -0.685775], [8.339172, -0.700260, -2.152817], [5.556714, -1.096776, -1.379193], [5.507383, 2.025853, -2.658153], [4.522644, -3.315509, -4.251211], [6.006615, -3.603578, -4.057124], [6.411529, -4.880171, -4.417688], [3.729734, -4.049774, -3.305160], [4.249873, -3.686434, -5.239187], [4.322128, -2.249215, -4.146787], [6.268869, -3.420506, -3.015112], [6.543095, -2.826976, -4.602274], [6.037477, -5.462271, -3.752228], [3.378819, -4.821011, -3.756424], [2.173095, -0.042431, 5.246470], [0.851554, -0.545765, 4.853916], [-0.149524, 0.180072, 5.582629], [3.224819, -0.669509, 4.480060], [2.330050, -0.342764, 6.282451], [2.370744, 1.029356, 5.264091], [0.670213, -1.583388, 5.134187], [0.518806, -0.584520, 3.816678], [0.009225, -0.012226, 6.509676], [2.919127, -0.559120, 3.576755], [1.006966, 1.959625, -5.673027], [2.480124, 1.869592, -5.909357], [2.851493, 2.082031, -7.266291], [0.336890, 0.818431, -6.226949], [0.473385, 2.811704, -6.094159], [0.804095, 1.915799, -4.602967], [2.928650, 0.908317, -5.658628], [2.966575, 2.635254, -5.305013], [3.708875, 2.510590, -7.319434], [-0.425949, 0.569159, -5.700137]], "forces_ev_per_a": [[-0.9, -0.8, 0.4], [-1.0, 0.9, -0.3], [-0.1, 0.4, 0.1], [-0.3, -1.2, 0.6], [0.5, 1.6, -0.5], [-0.3, -0.3, -1.9], [1.8, -1.1, -0.4], [-0.3, 0.6, -0.9], [0.3, 0.2, -0.8], [-0.1, -0.2, 0.4], [-0.5, 1.3, -0.3], [-0.5, -0.3, 0.0], [-0.3, 0.3, -0.8], [0.7, -0.3, 0.1], [0.4, -0.1, -0.1], [0.0, -0.1, -0.1], [0.7, -0.5, -0.2], [-0.4, -0.2, 0.7], [0.5, -0.2, 0.4], [-1.1, -0.1, 0.8], [-0.1, -0.1, 0.5], [-0.5, -0.2, 0.1], [0.0, 0.0, 0.0], [0.3, 0.0, 0.3], [-0.1, 1.0, 0.1], [0.9, 0.0, 0.5], [0.3, -0.2, 0.3], [0.3, -0.6, 0.1], [-0.1, -0.1, -0.1], [-0.1, 0.1, 0.8], [0.0, -0.4, 0.7], [-0.6, 1.7, -0.5], [-2.2, -0.8, 0.4], [1.1, -1.4, 0.2], [0.0, 0.5, -1.3], [-1.6, 0.0, 1.8], [-0.5, 0.5, 1.9], [0.2, 0.2, 0.0], [0.7, 2.0, -0.6], [0.3, -0.5, -1.4], [2.3, -0.5, 0.1], [0.0, 0.0, -0.5], [0.1, -0.2, 0.1], [0.0, 0.1, 0.2], [1.0, -0.5, 0.6], [-0.2, -0.1, -0.1], [-0.4, 0.1, 0.1], [0.1, 0.1, -0.1], [0.0, -0.3, -0.1], [0.7, -0.1, -0.1], [0.4, -0.2, 0.2], [-0.4, 0.1, -0.5], [-0.1, 0.1, -0.3], [-0.2, 0.2, 0.3], [0.0, -0.6, 0.0], [0.1, 0.1, 0.0], [-0.2, 0.2, 0.0], [-0.4, 0.0, 0.0], [0.2, -0.2, -0.2], [0.1, -0.5, -0.6], [-0.2, -0.7, 0.3], [-0.4, -1.1, 0.9], [0.4, 0.5, -1.0], [0.2, -1.2, 0.4], [-1.2, 0.9, 0.1], [0.4, -0.6, -1.1], [0.3, 0.3, 1.5], [0.5, 1.7, -0.9], [1.6, -0.6, 0.9], [0.1, -0.2, -0.9], [-0.4, 0.6, -0.7], [0.4, 0.4, -0.1], [0.4, 0.7, -0.1], [-0.9, -0.1, -0.9], [0.0, -0.1, 0.5], [-0.2, -0.1, 0.2], [0.0, 0.2, -0.4], [0.2, -0.2, -0.6], [-0.3, -0.2, 0.5], [-0.3, 0.1, -0.2], [-0.7, -0.3, 0.0], [0.4, -0.2, 0.0], [-0.5, 0.5, 0.1], [-0.5, 0.4, -0.1], [0.1, 0.2, -0.2], [0.0, 0.6, 0.2], [0.1, -0.1, 0.1], [0.3, -0.4, -0.4], [0.2, -0.3, 0.9], [0.1, -0.5, 0.4], [0.2, 0.3, -0.4], [1.1, -0.7, -0.3], [0.3, -1.1, 0.6], [-0.4, 1.0, -0.9], [-0.2, -0.7, 1.2], [0.5, 1.1, 0.4], [-2.3, 0.3, 0.7], [0.1, -1.2, 0.5], [-0.1, 0.5, -0.6], [-1.7, -0.1, -1.0], [1.3, 0.2, 0.6], [-0.4, 0.0, 0.2], [-0.4, -0.1, 0.2], [0.0, 0.5, -0.3], [-0.1, 0.0, -0.2], [-0.4, 0.1, -0.5], [-0.2, -0.2, -0.2], [0.4, -0.2, 0.5], [0.5, 0.8, 0.2], [-0.1, 0.0, 0.1], [-0.2, -0.2, 0.2], [0.0, -0.5, 0.2], [0.2, -0.3, -0.1], [0.1, 0.1, 0.2], [-0.2, -0.1, -0.1], [0.5, -0.2, 0.3], [-0.5, 0.2, -0.4], [0.2, 0.3, 0.0], [0.2, -0.2, 0.2], [1.3, 0.4, -1.3], [-0.5, 0.0, 0.7], [0.4, -0.7, -1.0], [-0.1, 0.6, 0.8], [0.3, -0.1, -0.2], [0.1, -0.2, 0.2], [-0.5, 0.2, 0.1], [0.1, 0.8, 0.0], [0.3, -0.3, -0.2], [0.1, -0.4, 0.2], [0.1, -0.1, -0.2], [0.7, 0.6, -0.8], [-0.6, -0.7, -0.6], [0.4, -0.8, 0.8], [0.4, 0.0, 1.4], [-0.4, 0.0, -0.7], [-0.3, 0.1, 0.2], [-0.1, 0.7, 0.1], [0.1, -0.1, -0.2], [0.0, 0.2, 0.1], [-0.2, -0.1, -0.4], [0.2, 0.0, -2.1], [-1.2, 0.2, 1.2], [0.8, 0.0, -1.0], [1.0, 0.3, 1.7], [-0.4, 0.2, 0.3], [0.0, -0.6, -0.2], [0.0, 0.4, 0.2], [-0.1, -0.1, 0.2], [-0.3, 0.1, 0.3], [-0.3, -0.5, -0.6], [0.8, -0.2, 0.2], [-1.3, 2.2, 0.2], [0.6, -1.0, -0.5], [-0.5, -0.4, -0.2], [0.0, -0.2, -0.2], [0.9, -0.6, 0.0], [0.3, 0.4, 0.0], [-0.3, -0.8, -0.1], [0.0, 0.3, 0.2], [-0.6, 0.4, 0.2], [0.4, -1.0, -0.1], [-0.4, 1.6, 0.9], [-0.1, -0.7, -0.6], [-0.1, 0.1, 0.2], [-0.1, 0.4, -0.3], [-0.1, 0.0, 0.0], [-0.2, 0.1, 0.2], [0.3, -0.3, -0.4], [0.1, -0.3, 0.0], [-0.1, 0.0, 0.0], [2.6, -0.5, 0.3], [-2.4, -0.8, 0.2], [-0.1, 0.1, 0.0], [-0.8, 0.3, 0.5], [0.1, -0.2, 0.2], [-0.8, 0.3, -0.4], [0.8, -0.4, 0.2], [0.5, 0.8, -0.2], [-0.2, 0.2, 0.2], [0.5, -0.3, -0.8], [-1.5, -1.3, 0.1], [1.1, 0.6, -0.5], [-0.5, 0.2, -0.5], [0.4, -0.5, -0.5], [0.7, 0.6, 0.0], [0.3, 0.4, 0.3], [-0.6, -0.3, 0.6], [0.0, 0.1, 0.3], [-0.1, 0.0, 0.1], [0.0, 0.2, 0.1]]}